# 1
Formula: C6H12O3
Source: OMol25
Level of theory: ωB97M-V/def2-TZVPD

Summary:
Electronic energy (a.u.): -461.53387
HOMO (eV): -10.31
SMILES: CC(=O)OCCCCO
Relative energy (zero: lowest compared OMol25 entry of this formula, charge and spin) (eV): 0.873

Structure (ORCA input):
```
! wB97M-V def2-TZVPD RIJCOSX def2/J DEFGRID3
* xyz 0 1
O 1.5098 0.0341 0.3956
O 2.6484 1.1181 -1.2089
O -3.0999 -1.8449 -0.1250
C -0.7604 0.5161 -0.3968
C 2.5992 0.2684 -0.3626
C 0.4700 1.0277 0.3568
C -3.1253 -0.4191 -0.2193
C 3.7173 -0.6743 -0.0269
C -1.9648 0.2549 0.5132
H -4.0866 -0.0670 0.1652
H 0.8581 1.9469 -0.0781
H -1.6553 -0.3589 1.3690
H -2.3803 -2.1043 0.4611
H -3.0600 -0.1705 -1.2847
H 0.2259 1.2206 1.4052
H 3.9847 -0.5830 1.0265
H 3.3878 -1.7023 -0.1951
H 4.5707 -0.4534 -0.6638
H -0.4806 -0.4259 -0.8808
H -2.3085 1.2052 0.9370
H -1.0502 1.2116 -1.1874
*
```


# 2
Formula: C5H8N3O
Source: OMol25
Level of theory: ωB97M-V/def2-TZVPD

Summary:
Electronic energy (a.u.): -434.46256
HOMO (eV): -13.32
SMILES: Cc1[nH]cc(N=O)[n+]1C
Relative energy (zero: lowest compared OMol25 entry of this formula, charge and spin) (eV): 3.634

Structure (ORCA input):
```
! wB97M-V def2-TZVPD RIJCOSX def2/J DEFGRID3
* xyz 1 1
O 0.0617 -3.4797 -1.4309
N 0.1020 -0.3545 0.3962
N -0.4369 0.9024 -1.2573
N -0.0556 -2.6138 -0.6037
C -0.1909 -1.2872 -0.8521
C -0.4522 -0.3626 -1.8402
C -0.0235 0.8382 0.0132
C 0.5813 -1.0260 1.5791
C -0.1066 2.1143 0.7264
H 0.6550 2.7032 0.1845
H -0.5490 -0.5370 -2.8780
H -0.7234 1.8185 -1.7694
H -0.9910 2.6693 0.4719
H 0.1900 -2.0141 1.4164
H 0.2448 -0.4150 2.4736
H 1.6226 -1.0283 1.5437
H 0.0717 2.0721 1.8265
*
```


# 3
Formula: C17H21N3O2
Source: OMol25
Level of theory: ωB97M-V/def2-TZVPD

Summary:
Electronic energy (a.u.): -975.12480
HOMO (eV): -7.92
SMILES: Cc1ccc(/C=C(\C#N)C(=O)NCCN2CCOCC2)cc1
Relative energy (zero: lowest compared OMol25 entry of this formula, charge and spin) (eV): 2.353

Structure (ORCA input):
```
! wB97M-V def2-TZVPD RIJCOSX def2/J DEFGRID3
* xyz 0 1
O 0.5011 -0.8661 -2.1109
O -2.9456 -2.1610 -0.3588
N -0.2445 2.7820 0.6263
N -3.7467 -0.0965 -2.1851
N -0.7746 0.9995 -2.0892
C 0.8212 0.6661 -0.3185
C 5.1479 0.4946 4.8393
C -3.0631 0.8256 -3.0438
C 1.8408 -0.0746 0.1770
C -3.7648 -1.5000 -2.5426
C -2.7474 -2.3320 -1.7488
C 3.6414 -0.8267 1.6339
C -1.5413 0.6723 -3.2640
C -2.7711 -0.8105 0.0022
C 2.6427 0.1166 1.3553
C 0.1785 0.1847 -1.5891
C 2.4883 1.1905 2.2399
C -3.7530 0.0994 -0.7515
C 0.2802 1.8299 0.2467
C 3.2987 1.3086 3.3488
C 4.2895 0.3695 3.6214
C 4.4463 -0.7005 2.7449
H 6.1217 0.0380 4.6784
H -3.5870 -1.6052 -3.6131
H -1.7178 -2.0530 -2.0119
H 1.7311 1.9351 2.0548
H 5.2103 -1.4394 2.9398
H -1.2527 1.3372 -4.0875
H 5.2837 1.5380 5.1140
H -2.8888 -3.3962 -1.9447
H -4.7672 -1.8843 -2.3120
H -1.7321 -0.5088 -0.1952
H -0.9869 1.8685 -1.6216
H -2.9544 -0.7540 1.0771
H -4.7649 -0.1412 -0.3980
H 3.7780 -1.6632 0.9638
H -3.5436 1.1442 -0.5186
H -3.2569 1.8331 -2.6623
H 3.1635 2.1459 4.0181
H 2.0813 -0.9495 -0.4194
H -1.2845 -0.3521 -3.5410
H 4.6723 -0.0144 5.6787
H -3.5299 0.7499 -4.0330
*
```


# 4
Formula: C30H90O15
Source: OMol25
Level of theory: ωB97M-V/def2-TZVPD

Summary:
Electronic energy (a.u.): -2325.47823
HOMO (eV): -9.30
Relative energy (zero: lowest compared OMol25 entry of this formula, charge and spin) (eV): 3.822

Structure (ORCA input):
```
! wB97M-V def2-TZVPD RIJCOSX def2/J DEFGRID3
* xyz 0 1
O 10.0205 22.1621 -21.5179
O 13.1289 21.8399 -16.2768
O 8.2900 24.6002 -8.7006
O 6.2962 19.3883 -11.3465
O 5.4225 21.6113 -12.9856
O 8.9282 25.0421 -14.6690
O 5.5778 26.3605 -19.6430
O 7.2487 22.7272 -14.8004
O 3.3164 27.2724 -15.1782
O 5.4570 16.3415 -16.0569
O 1.3263 19.0832 -18.7128
O 7.2349 17.6323 -17.9911
O 1.2798 21.3003 -16.9702
O 2.9052 23.1117 -18.4061
O 11.3798 25.0471 -13.3345
C 2.2746 18.1090 -18.2122
C 4.5002 25.1112 -15.0966
C 2.3243 21.0876 -14.7840
C 6.3657 21.0921 -16.2905
C 1.2138 21.7023 -15.6263
C 8.5542 26.2606 -15.3720
C 7.8119 24.6105 -10.0655
C 8.6383 17.8479 -17.7667
C 9.5055 21.1552 -20.5943
C 8.9300 18.1489 -16.3269
C 4.6787 22.2208 -19.7920
C 8.3421 21.6592 -19.7647
C 4.8447 18.0988 -14.5321
C 5.6770 16.8731 -14.7568
C 8.3550 18.8704 -12.4428
C 3.2005 22.3579 -19.5932
C 7.0357 25.6062 -21.4812
C 11.5019 22.6416 -13.1458
C 4.6558 22.4620 -10.8599
C 7.9415 25.9853 -16.7362
C 6.8616 25.7899 -19.9663
C 12.2956 23.9157 -13.1574
C 7.7032 19.4590 -11.2136
C 4.8207 22.7509 -12.3369
C 7.1298 22.3936 -16.1816
C 10.8789 21.5274 -16.8930
C 8.8329 23.9457 -10.9632
C 3.7126 18.6249 -18.2566
C 3.9049 26.2181 -15.9659
C 12.0966 20.8733 -16.3415
H 9.1254 22.9596 -10.5962
H 10.5295 22.3367 -16.2501
H 4.1476 23.2722 -10.3259
H 11.8760 25.8741 -13.3027
H 8.1340 22.2356 -16.6007
H 5.4226 23.6618 -12.4666
H 2.4607 26.9429 -14.8844
H 8.8595 17.2398 -15.7246
H 5.4116 16.0991 -14.0400
H 9.2043 16.9904 -18.1537
H 5.4393 25.4484 -14.6447
H 12.9832 23.9035 -14.0166
H 4.0095 18.9178 -19.2657
H 7.5677 22.0861 -20.4044
H 3.8569 22.9158 -12.8394
H 3.8229 17.8017 -14.2814
H 4.4352 17.9229 -17.8336
H 6.9862 25.4723 -16.5969
H 3.1335 25.8231 -16.6389
H 9.4514 26.8879 -15.4839
H 4.7128 24.2045 -15.6738
H 5.6230 27.3183 -19.7034
H 7.0982 17.3997 -18.9127
H 5.3067 21.2341 -16.0641
H 11.0715 21.9633 -17.8790
H 5.1157 23.2075 -19.9347
H 5.9937 20.1840 -11.8480
H 3.3289 21.2438 -15.1937
H 6.6198 23.1940 -16.7222
H 6.0812 16.7835 -16.6607
H 4.8025 18.7837 -15.3749
H 4.8628 21.5955 -20.6671
H 9.9559 18.5049 -16.2229
H 6.7292 26.5190 -21.9802
H 2.1452 17.2146 -18.8138
H 8.5678 25.3685 -17.3744
H 9.7497 24.5393 -11.0187
H 8.9839 18.7052 -18.3777
H 6.0565 22.0114 -13.6588
H 9.7930 25.2200 -14.2195
H 7.6806 26.4222 -19.5944
H 11.8540 20.5154 -15.3246
H 2.7067 22.8046 -20.4661
H 7.9612 18.8626 -10.3381
H 3.8561 24.8369 -14.2586
H 8.1580 19.4987 -13.3203
H 4.6888 26.6555 -16.5838
H 7.9251 23.4586 -14.6916
H 8.4328 23.8268 -11.9738
H 12.8807 24.0620 -12.2452
H 5.6189 22.2597 -10.3914
H 2.8692 24.0387 -18.6666
H 12.1998 21.8048 -13.1752
H 2.7082 21.3843 -19.5139
H 1.9388 21.8606 -17.4334
H 6.7493 17.0652 -14.6500
H 8.6285 22.3835 -18.9988
H 6.4402 24.7682 -21.8522
H 6.9312 24.8641 -19.3894
H 13.9714 21.4109 -16.1125
H 5.1290 21.8237 -18.8831
H 2.3900 21.5937 -13.8143
H 0.2478 21.3652 -15.2325
H 7.8331 26.8586 -14.7914
H 4.0012 21.5959 -10.7148
H 10.4587 22.8618 -21.0242
H 6.7995 20.3618 -15.6110
H 6.3699 20.6657 -17.2978
H 8.0394 20.4894 -11.0601
H 12.3813 19.9793 -16.9082
H 7.9298 17.8867 -12.6542
H 5.2065 18.6557 -13.6578
H 9.4358 18.7547 -12.3445
H 9.1963 20.3006 -21.1967
H 8.2796 18.9125 -15.9104
H 10.3285 20.8303 -19.9340
H 10.8212 22.5637 -13.9940
H 6.8425 24.1035 -10.1644
H 7.5513 24.5056 -8.0968
H 8.0633 25.3072 -21.7223
H 7.6745 25.6601 -10.3672
H 10.0702 20.8055 -17.0267
H 1.1736 22.7947 -15.5079
H 1.2434 19.7965 -18.0314
H 7.8615 20.8090 -19.2587
H 2.1959 20.0144 -14.6516
H 2.0297 17.9067 -17.1618
H 3.7436 19.5345 -17.6422
H 7.6918 26.9441 -17.2023
H 10.8812 22.5478 -12.2549
*
```